(1)
Below is C25H31CoN4O3P as an isolated structure, with properties calculated with ωB97M-V with the def2-TZVPD basis set.

Structure (XYZ):
```
65
Properties=species:S:1:pos:R:3
H 2.42 1.72 -4.31
H -1.13 -2.81 4.33
C -0.99 -2.61 -2.38
C 2.01 1.48 1.87
C 1.59 -0.76 2.74
H 1.36 -1.80 2.58
C 2.11 1.06 4.23
C -1.85 -2.67 3.52
C -3.14 3.52 -2.38
H 2.16 -4.47 -1.26
C 2.77 1.42 -3.33
C 3.70 0.63 -0.83
H -2.62 4.13 -1.64
P 1.37 -0.44 0.01
N -0.22 -2.10 -1.39
H 2.46 2.97 3.33
C -2.32 1.88 -4.08
C -2.51 -0.38 4.32
N -2.40 2.28 -2.67
H -1.34 -4.20 -3.75
H -1.84 0.92 -4.18
H -3.05 2.08 0.02
C 2.20 1.94 3.16
H 5.60 1.35 -1.47
C 1.26 -3.97 -1.58
H 2.11 2.16 1.03
H -3.38 0.18 3.99
H 0.70 -5.44 -3.02
H -1.52 2.97 -0.12
H -2.82 -3.04 3.84
C -1.69 0.78 1.89
C -0.69 -3.81 -2.98
C 0.45 -4.50 -2.56
C 4.57 1.21 -1.73
O -1.33 1.01 0.51
H -2.69 1.16 2.09
C -1.58 -0.72 2.11
H 2.28 1.42 5.24
H -2.82 -1.03 5.13
H -3.34 1.83 -4.48
C 2.35 0.45 -1.18
H 4.06 0.33 0.15
H -1.74 0.30 4.69
H 4.78 2.06 -3.69
H -1.86 -2.03 -2.65
N 1.62 -2.09 -0.03
C 4.10 1.61 -2.98
O -1.26 0.45 -1.97
H -0.97 1.30 2.53
N -1.97 -1.23 3.24
C -2.01 2.01 -0.28
Co -0.74 -0.55 -0.43
H 1.76 -0.97 4.86
C 1.89 0.83 -2.44
H -4.15 3.28 -2.03
H 0.86 0.66 -2.73
C 1.70 0.13 1.66
C -1.87 1.55 -1.73
C 1.81 -0.29 4.03
O -1.09 -1.44 1.17
C 0.89 -2.76 -1.01
H 2.48 -2.52 0.30
H -3.22 4.09 -3.29
H -1.52 -3.19 2.63
H -1.76 2.64 -4.63
```

ΔE to the lowest compared entry with this formula, charge and spin, kJ/mol: 0.00
Charge: +3
Highest occupied orbital energy (spin up / spin down), eV: -17.390 / -17.390

***

(2)
Below is C41H60HfNOP3S as an isolated structure, with properties calculated with ωB97M-V with the def2-TZVPD basis set.

Structure (XYZ):
```
108
Properties=species:S:1:pos:R:3
C 0.93 3.04 -4.64
C 2.56 -3.53 -1.25
H -1.43 -1.82 3.92
H -1.38 -4.01 5.01
H 4.20 -3.63 4.44
H 5.56 -1.98 -0.89
C -0.43 -2.44 2.09
H 0.76 -3.02 -0.23
C -2.38 -6.01 2.44
H -4.86 -1.05 4.23
H 4.04 -2.12 6.40
C 2.24 -0.30 4.20
H -0.65 5.79 -1.64
H -4.61 1.00 5.59
H 2.11 -4.38 -1.75
H -0.43 -4.71 3.69
C 1.79 -2.74 -0.40
H -2.27 -6.72 3.26
H -0.99 5.03 -5.25
H -1.27 2.19 3.19
C -2.04 -2.16 -2.03
H -2.14 4.57 -4.01
H -1.48 -6.01 1.83
H 3.19 -2.99 2.31
H 1.69 0.63 4.12
C 3.65 -2.70 4.37
H -4.08 -0.02 0.48
C -4.15 -1.35 -1.21
H -1.62 5.67 -0.18
C -2.12 -0.71 -0.08
H 4.12 0.01 -3.42
C -3.42 -2.12 -2.11
H 1.82 2.78 -4.07
H 0.23 -2.34 4.15
C -4.08 -0.34 4.00
C 3.08 0.33 -3.29
H -2.23 1.30 -1.53
H -3.93 -2.69 -2.88
H -3.42 2.82 -3.90
H -1.69 1.07 -4.55
C 3.08 -2.34 3.16
H 2.44 -1.62 -2.65
H -4.24 1.82 -2.72
H -3.56 3.37 -2.22
H -3.38 -1.49 2.34
N -0.03 -1.10 1.55
H -1.58 3.22 -0.22
H -3.23 -6.31 1.83
C 3.76 -1.40 0.09
C 0.47 3.86 -0.05
O 2.93 0.93 -1.98
C 2.38 -1.68 0.30
Hf 0.83 0.64 -0.79
H -2.71 -0.02 -3.63
H -0.97 0.03 -3.31
C 4.51 -2.18 -0.76
C -1.39 5.17 -1.12
H 2.85 1.07 -4.06
H 2.74 -0.02 6.25
C 3.76 2.10 -1.72
H 0.35 4.49 0.83
C 3.54 -1.85 5.47
C 2.13 -0.83 -3.34
H -5.23 -1.31 -1.28
C -2.23 0.33 2.62
H -0.30 -1.56 -0.92
C -1.39 -1.45 -1.02
C 2.35 -1.15 3.08
S -2.73 -4.36 3.07
C -0.11 3.77 -3.78
H 4.51 -3.89 -2.07
C -3.50 -0.63 -0.21
H -1.34 -2.74 1.56
C 3.91 -3.26 -1.42
C -0.85 3.77 -0.83
C -1.17 -3.95 3.94
H 4.39 1.44 0.22
H 0.36 -3.15 1.84
H 4.74 1.94 -2.16
C -3.40 2.50 -2.86
C -3.92 0.81 4.77
H 0.82 2.86 0.31
H 2.11 -1.26 -4.34
P 1.58 -0.63 1.56
H 0.52 2.14 -5.10
H -2.78 2.59 5.09
H 1.24 3.70 -5.45
P -1.17 0.13 1.21
H -1.66 3.41 -5.26
H 0.37 4.64 -3.32
C 2.83 -0.67 5.39
P -0.56 2.72 -2.32
C -3.25 -0.59 2.92
H -2.31 5.16 -1.71
C -2.11 1.74 -2.53
C -1.31 4.21 -4.61
H 1.09 -0.51 -3.10
C 3.85 2.27 -0.23
C -0.69 -2.54 3.59
C -2.90 1.71 4.49
H 2.86 2.36 0.24
H 3.30 2.97 -2.20
C -1.85 0.64 -3.56
H 4.23 -0.61 0.67
H -1.47 -2.76 -2.73
H 4.41 3.18 0.01
H 1.25 4.33 -0.66
C -2.06 1.47 3.41
```

Charge: +4
Highest occupied orbital energy, eV: -16.614

***

(3)
Below is a 6-piece molecular cluster, C35H89F3N6O22P5S overall, with properties calculated with ωB97M-V with the def2-TZVPD basis set.

Structure (XYZ):
```
161
Properties=species:S:1:pos:R:3
F 0.40 6.84 -5.64
C 0.06 12.98 -5.20
F 1.70 7.59 -3.64
C 8.85 -3.03 5.01
H -4.75 8.33 -1.83
H 4.59 -9.28 7.93
C -2.33 -4.53 -6.26
H -4.32 6.88 2.44
H -0.24 13.63 -6.15
O -3.70 -4.04 2.05
H -6.38 4.11 2.14
H -5.91 -7.81 -6.44
O 1.16 -7.12 7.53
C -2.17 -0.21 0.98
H 3.96 11.58 -6.48
N -0.10 10.06 -6.17
C -5.81 -1.67 -0.25
H -1.37 6.10 2.42
H -5.34 -0.78 -0.67
H 0.30 13.73 -4.30
O -3.63 -2.64 0.18
H 9.39 -2.16 5.39
H 4.08 -9.25 9.64
N 2.06 10.69 -7.24
O -3.74 -4.61 -6.06
H -0.10 9.33 -6.94
P 2.11 -7.13 6.16
H -4.30 -5.38 -2.40
H -4.19 3.40 3.17
O 6.56 -4.54 6.12
H 4.49 -7.68 4.59
H -3.21 -7.12 -1.03
H 9.13 -2.57 2.92
H -0.51 -2.82 3.49
C 4.06 -3.33 7.37
H 1.43 13.42 -9.42
H -5.36 -3.76 0.08
H -1.47 -5.21 1.82
H -5.21 2.01 2.73
C -4.60 7.37 -2.33
H 3.40 -3.94 8.00
H -4.70 -5.98 -8.58
H -6.76 -1.84 -0.76
H 4.17 -4.90 5.86
N 3.91 13.19 -9.40
O -5.25 -6.80 -4.14
H 1.83 11.98 -4.52
P -4.53 -5.77 -5.05
N 3.70 13.99 -7.10
H -4.63 -8.28 -7.55
P -3.51 -2.52 1.82
H 1.32 14.21 -7.88
N 1.37 12.21 -5.42
C 3.80 -8.97 8.62
H -2.49 7.41 -1.91
O 2.47 -8.74 6.11
O -3.47 6.35 -0.47
H -5.49 6.76 -2.11
C 3.56 -7.47 8.53
H -2.06 -3.60 3.80
C -1.77 -5.59 -7.19
O 0.19 10.23 -3.40
C -3.30 -5.73 -2.69
H 2.72 -7.16 9.15
H 5.07 -8.99 5.61
H -0.86 12.28 -4.97
H -2.16 -3.55 -6.73
C -1.31 -3.40 3.02
H -0.05 -5.80 8.50
C 3.08 12.99 -8.11
H -0.42 -5.36 3.25
O 7.47 -2.70 5.00
H -2.16 7.06 1.20
O 0.88 -7.27 5.23
H -0.01 -5.59 6.75
C -4.90 -2.88 -0.38
H 3.04 -3.60 5.49
H 2.42 -8.99 4.06
H -2.38 -5.68 -8.10
O -1.86 -2.61 1.97
H 3.04 -10.35 5.00
C -3.33 6.71 -1.84
H 0.12 -4.47 1.81
C 9.35 -3.38 3.63
C -2.32 6.23 1.89
H 4.92 -9.24 3.86
C 3.04 -9.25 4.92
H -2.59 -4.99 -2.31
H 7.44 -0.88 2.81
H 5.37 -1.95 1.80
H -3.07 -0.10 -0.99
O -3.16 -5.77 -4.11
H 2.97 14.36 -6.46
H 4.58 -1.88 3.35
H -3.61 5.69 3.54
H -3.83 2.47 1.72
H -4.75 -3.11 -1.44
H -3.05 7.38 3.56
C -5.54 -6.39 -8.03
H 4.81 12.63 -9.32
H 3.37 12.83 -10.23
H 1.87 9.85 -7.85
O -2.53 5.00 1.20
H -1.83 -1.36 -0.83
H -2.25 0.86 1.21
H -1.94 -7.34 -2.25
H -1.23 -0.53 1.45
C -1.23 -7.25 7.43
H -1.15 -7.93 6.58
C -3.39 6.56 2.92
H -1.32 -7.88 8.33
F -0.58 6.90 -3.47
H -1.74 -6.57 -6.71
H 4.44 -6.97 8.98
P -3.68 4.75 -0.07
C -0.74 -4.69 2.45
O 6.18 -3.21 3.15
O 4.99 -3.12 5.17
C -3.00 -7.09 -2.10
H -3.06 5.84 -2.45
H -3.57 -7.89 -2.59
O -4.71 4.53 -1.21
H -6.24 -6.84 -8.74
H -6.02 -1.46 0.80
H -5.96 3.24 0.66
C -4.64 2.86 2.33
C -5.54 3.77 1.52
H 10.43 -3.55 3.63
O -1.87 9.22 -4.38
C 4.02 -3.82 5.93
H -2.15 -6.66 7.32
H -4.56 7.54 -3.41
C -0.02 -6.34 7.55
C 6.43 -0.76 3.20
S -0.32 9.36 -4.58
O -4.85 4.93 1.09
H 5.07 -3.37 7.78
H -1.78 -4.50 -5.31
H -0.74 -5.34 -7.48
H 9.03 -3.86 5.71
C -5.07 -7.43 -7.02
H 6.00 0.15 2.77
H 2.89 -9.52 8.37
C 3.31 11.50 -7.47
N 1.64 13.36 -8.40
H -6.04 -5.56 -7.52
O -4.08 -6.90 -6.17
O -3.31 -0.82 1.57
C -2.10 -0.34 -0.53
H 8.86 -4.28 3.25
H 4.18 14.76 -7.64
H 3.97 10.88 -8.25
H -1.35 0.33 -0.94
C 5.56 -1.96 2.88
H 6.51 -0.60 4.28
C 4.46 -8.76 4.73
C 1.10 10.97 -6.26
H 3.73 -2.29 7.43
P 6.38 -3.91 4.72
C 0.38 7.64 -4.37
O 3.48 -6.97 7.20
```

Charge: +1
Highest occupied orbital energy, eV: -10.447

***

(4)
Below is one molecule with the formula C2H3NOS, with properties calculated with ωB97M-V with the def2-TZVPD basis set.

Structure (XYZ):
```
8
Properties=species:S:1:pos:R:3
S 2.20 0.33 0.05
H -2.03 -0.48 0.24
N -0.37 0.76 -0.06
O 3.03 -0.88 0.01
H -2.29 1.34 -0.08
C 0.61 -0.14 -0.02
C -1.61 0.51 0.04
H 0.45 -1.43 -0.17
```

ΔE to the lowest compared entry with this formula, charge and spin, kJ/mol: 252.37
Highest occupied orbital energy (spin up / spin down), eV: -8.998 / -9.000